# 1
{
  "formula": "C3H9N3S",
  "method": "ωB97M-V/def2-TZVPD",
  "max_force_ha_per_bohr": 0.0597,
  "total_charge": 0,
  "orbital_gap_ev": 9.2,
  "smiles": "C/N=C(/NC)NS",
  "elements": ["C", "N", "C", "N", "C", "N", "S", "H", "H", "H", "H", "H", "H", "H", "H", "H"],
  "coordinates": [[-1.804, 1.491, -0.004], [-0.385, 1.578, -0.343], [0.404, 0.676, 0.203], [1.756, 0.819, 0.123], [2.456, -0.441, -0.234], [-0.060, -0.555, 0.763], [-1.170, -1.486, -0.185], [-1.992, 0.984, 0.974], [-2.423, 2.505, -0.099], [-2.435, 0.962, -0.781], [2.028, 1.665, -0.359], [3.501, -0.310, -0.119], [2.270, -0.808, -1.279], [2.080, -1.380, 0.310], [0.267, -1.025, 1.662], [-0.089, -2.072, -0.935]]
}



# 2
{
  "formula": "C20H15N3O4",
  "method": "ωB97M-V/def2-TZVPD",
  "max_force_ha_per_bohr": 0.0195,
  "total_charge": 0,
  "orbital_gap_ev": 7.5,
  "smiles": "COc1ccc(-n2c(O)c(/C=C3\\C=Nc4ccccc43)c(=O)[nH]c2=O)cc1",
  "elements": ["C", "O", "C", "C", "C", "C", "N", "C", "O", "C", "C", "C", "C", "N", "C", "C", "C", "C", "C", "C", "C", "O", "N", "C", "O", "C", "C", "H", "H", "H", "H", "H", "H", "H", "H", "H", "H", "H", "H", "H", "H", "H"],
  "coordinates": [[6.753, 2.654, -0.496], [5.874, 2.365, 0.566], [4.840, 1.518, 0.346], [4.553, 0.908, -0.872], [3.466, 0.059, -0.983], [2.664, -0.188, 0.116], [1.555, -1.090, -0.004], [0.283, -0.623, 0.127], [0.217, 0.683, 0.388], [-0.811, -1.457, 0.054], [-2.182, -1.048, 0.205], [-2.788, 0.109, -0.160], [-2.324, 1.212, -1.006], [-3.226, 2.103, -1.230], [-4.370, 1.717, -0.535], [-5.579, 2.380, -0.457], [-6.592, 1.789, 0.286], [-6.399, 0.574, 0.928], [-5.184, -0.095, 0.855], [-4.169, 0.481, 0.118], [-0.588, -2.894, -0.067], [-1.444, -3.747, -0.036], [0.747, -3.247, -0.245], [1.847, -2.434, -0.235], [2.970, -2.836, -0.392], [2.944, 0.409, 1.338], [4.021, 1.260, 1.448], [7.497, 3.335, -0.085], [6.234, 3.145, -1.325], [7.252, 1.751, -0.861], [5.166, 1.083, -1.741], [3.249, -0.418, -1.926], [-0.707, 0.961, 0.502], [-2.809, -1.827, 0.624], [-1.370, 1.276, -1.503], [-5.723, 3.324, -0.959], [-7.549, 2.283, 0.365], [-7.210, 0.138, 1.494], [-5.046, -1.042, 1.356], [0.932, -4.237, -0.368], [2.322, 0.205, 2.196], [4.259, 1.736, 2.386]]
}



# 3
{
  "formula": "C3H5BrN2",
  "method": "ωB97M-V/def2-TZVPD",
  "max_force_ha_per_bohr": 0.0869,
  "total_charge": 0,
  "orbital_gap_ev": 9.9,
  "elements": ["C", "C", "C", "N", "N", "Br", "H", "H", "H", "H", "H"],
  "coordinates": [[-0.443, 1.015, 0.569], [-1.005, -0.428, 0.314], [1.121, 0.274, -0.852], [0.522, 1.357, -0.107], [-0.072, -1.157, -0.524], [0.876, -2.296, 0.580], [-0.861, 1.781, 1.047], [-1.277, -0.798, 1.387], [-1.934, -0.168, -0.254], [1.045, 0.353, -1.887], [2.028, 0.068, -0.274]]
}



# 4
{
  "formula": "C20H13BrCl2IMnN3O4",
  "method": "ωB97M-V/def2-TZVPD",
  "s_squared": 3.977,
  "max_force_ha_per_bohr": 0.0118,
  "total_charge": 2,
  "orbital_gap_ev": [3.5, 5.1],
  "spin_multiplicity": 4,
  "elements": ["Mn", "Br", "C", "C", "C", "C", "C", "N", "C", "O", "O", "H", "H", "H", "N", "C", "C", "C", "C", "N", "C", "C", "H", "H", "H", "H", "I", "C", "C", "C", "C", "C", "C", "C", "O", "O", "H", "H", "H", "H", "Cl", "C", "Cl", "H", "H"],
  "coordinates": [[-1.102, 0.273, -0.163], [-0.513, -1.999, -2.751], [-1.981, -2.221, -1.620], [-2.805, -3.333, -1.755], [-3.931, -3.436, -0.959], [-4.239, -2.415, -0.060], [-3.375, -1.354, 0.012], [-2.257, -1.266, -0.735], [-3.595, -0.166, 0.873], [-4.523, 0.077, 1.559], [-2.539, 0.731, 0.762], [-2.556, -4.093, -2.481], [-4.577, -4.299, -1.047], [-5.123, -2.429, 0.563], [2.763, 5.823, 2.697], [2.154, 4.951, 2.266], [1.392, 3.860, 1.727], [1.934, 3.052, 0.729], [1.175, 2.017, 0.236], [-0.073, 1.775, 0.683], [-0.601, 2.551, 1.646], [0.110, 3.599, 2.193], [2.931, 3.224, 0.348], [1.568, 1.357, -0.524], [-1.602, 2.313, 1.971], [-0.336, 4.200, 2.973], [7.024, -2.141, -0.928], [5.095, -1.839, -0.273], [4.787, -1.995, 1.078], [3.494, -1.794, 1.519], [2.500, -1.425, 0.607], [2.807, -1.277, -0.748], [4.099, -1.483, -1.186], [1.174, -1.223, 1.156], [0.717, -1.343, 2.235], [0.209, -0.787, 0.126], [5.558, -2.276, 1.782], [3.242, -1.916, 2.564], [2.039, -1.024, -1.468], [4.342, -1.377, -2.234], [-4.099, 0.469, -2.778], [-3.194, 1.931, -2.728], [-1.454, 1.735, -2.076], [-3.639, 2.662, -2.064], [-3.000, 2.310, -3.725]]
}



# 5
{
  "formula": "CH4N2OS",
  "method": "ωB97M-V/def2-TZVPD",
  "max_force_ha_per_bohr": 0.0618,
  "total_charge": 0,
  "orbital_gap_ev": 9.6,
  "smiles": "O/N=C\\NS",
  "elements": ["O", "N", "C", "N", "S", "H", "H", "H", "H"],
  "coordinates": [[1.299, -1.466, -0.137], [1.720, -0.208, 0.080], [0.799, 0.660, 0.028], [-0.546, 0.548, -0.308], [-1.756, -0.632, -0.056], [0.413, -1.507, -0.661], [1.017, 1.740, 0.257], [-1.023, 1.427, -0.539], [-1.924, -0.562, 1.337]]
}



# 6
{
  "formula": "C2H2AgLiO",
  "method": "ωB97M-V/def2-TZVPD",
  "s_squared": 2.020,
  "max_force_ha_per_bohr": 0.0910,
  "total_charge": 0,
  "orbital_gap_ev": [5.5, 6.6],
  "spin_multiplicity": 3,
  "elements": ["H", "O", "C", "C", "Ag", "Li", "H"],
  "coordinates": [[-0.310, 2.014, -1.688], [-2.122, -0.002, 1.703], [-1.900, 1.001, 2.613], [-2.052, 2.323, 2.404], [-1.690, 1.657, -0.240], [0.912, 0.178, 0.488], [-1.619, 0.598, 3.604]]
}



# 7
{
  "formula": "C4H7BN2O",
  "method": "ωB97M-V/def2-TZVPD",
  "max_force_ha_per_bohr": 0.0856,
  "total_charge": 0,
  "orbital_gap_ev": [8.5, 7.6],
  "elements": ["B", "C", "C", "C", "C", "N", "N", "O", "H", "H", "H", "H", "H", "H", "H"],
  "coordinates": [[-0.846, -0.576, -0.762], [1.920, -0.684, -0.944], [1.161, 0.883, 0.394], [0.656, -0.001, -0.534], [-2.784, 0.380, 1.414], [2.947, -0.101, -0.487], [2.473, 0.900, 0.271], [-1.089, -1.454, -1.737], [2.133, -1.500, -1.611], [0.624, 1.549, 1.014], [-2.223, -0.271, 2.041], [-3.443, -0.299, 0.944], [-2.763, 1.465, 1.352], [3.033, 1.512, 0.806], [-1.799, -1.804, -2.160]]
}



# 8
{
  "formula": "C4H8O4",
  "method": "ωB97M-V/def2-TZVPD",
  "max_force_ha_per_bohr": 0.0838,
  "total_charge": 0,
  "orbital_gap_ev": 10.5,
  "smiles": "O=CCCC(=O)O.O",
  "elements": ["O", "C", "C", "C", "C", "O", "O", "H", "H", "H", "H", "H", "H", "O", "H", "H"],
  "coordinates": [[-1.816, -1.665, 0.194], [-1.091, -1.475, -0.705], [0.309, -1.027, -0.484], [0.314, 0.507, -0.875], [-0.667, 1.312, 0.083], [-1.608, 2.007, -0.274], [-0.207, 1.373, 1.357], [-1.471, -1.504, -1.802], [0.835, -1.206, 0.520], [0.966, -1.473, -1.092], [-0.021, 0.553, -1.954], [1.276, 1.031, -0.859], [-0.510, 1.992, 1.969], [3.533, -0.943, 0.404], [3.057, -1.426, 1.024], [3.464, -0.044, 0.627]]
}